1.
{
  "formula": "C2H3FO2S",
  "method": "ωB97M-V/def2-TZVPD",
  "elements": ["F", "H", "H", "C", "S", "C", "H", "O", "O"],
  "positions_angstrom": [[2.672, 1.151, -0.896], [1.696, -0.559, 1.575], [0.915, 0.707, 0.435], [1.076, -1.238, -0.329], [3.614, -0.086, -0.100], [0.846, -0.369, 0.792], [-0.231, -0.610, 1.296], [3.576, 0.041, 1.358], [0.910, -2.126, -1.083]],
  "mulliken_spin": [0.02, -0.01, 0.00, 0.64, 0.74, 0.03, 0.07, 0.31, 0.20],
  "e_above_lowest_kcal_mol": 13.9,
  "spin_multiplicity": 3
}



2.
{
  "formula": "C6H38N2O11",
  "method": "ωB97M-V/def2-TZVPD",
  "elements": ["O", "H", "C", "H", "H", "O", "H", "O", "H", "H", "N", "H", "H", "H", "H", "H", "H", "H", "C", "O", "O", "H", "H", "H", "O", "H", "H", "H", "O", "H", "H", "C", "H", "O", "H", "C", "H", "H", "H", "H", "H", "N", "H", "H", "H", "H", "H", "H", "H", "H", "O", "H", "O", "O", "C", "C", "H"],
  "positions_angstrom": [[-2.287, -0.522, 1.651], [0.447, -0.487, -1.264], [2.376, 0.126, -1.179], [-3.682, 0.702, -0.455], [-1.391, -0.327, 3.423], [-3.266, -0.787, -1.857], [-1.267, -1.258, -3.922], [-1.359, -2.026, -3.342], [1.207, -1.254, 0.821], [-0.307, 3.523, 3.322], [1.789, 2.510, -0.597], [-1.633, 2.726, 1.142], [2.764, 1.795, -2.388], [3.386, -0.080, -1.540], [3.559, 1.013, 2.068], [-1.809, 3.852, 0.037], [0.808, 2.695, -0.450], [2.366, 3.321, -0.531], [2.670, -2.774, 1.264], [-0.414, 0.925, -4.157], [-1.492, -0.865, 4.209], [2.651, -2.378, -1.309], [1.419, -0.357, 2.682], [0.170, -3.435, 1.676], [1.137, -0.518, 3.609], [-0.721, 1.718, -3.715], [1.932, -0.522, 4.133], [0.987, -2.882, -1.612], [-0.973, 0.773, -1.424], [-1.780, -0.711, 0.857], [2.225, 1.343, 1.345], [1.453, -2.265, 0.480], [0.230, 2.370, 2.576], [2.605, 0.926, 2.129], [-2.674, -0.574, -2.584], [0.199, -3.179, 0.612], [-1.122, -2.795, -3.865], [-2.854, -1.303, 1.656], [-0.164, 0.301, -3.462], [-1.785, 1.324, -1.337], [2.431, -3.610, 1.895], [1.334, -0.819, -1.650], [-0.683, -0.640, 4.676], [-0.948, 0.520, -0.495], [2.992, -1.979, 1.943], [-3.305, 2.209, 0.213], [2.502, 0.101, -0.096], [0.142, -4.012, -0.074], [-0.702, -2.609, 0.356], [3.458, -3.147, 0.618], [-0.226, 3.207, 2.424], [1.084, 1.571, -2.272], [-1.491, 2.966, 0.224], [-3.636, 1.655, -0.497], [1.987, 1.552, -1.676], [1.612, -2.157, -1.091], [-3.465, -1.711, -1.985]],
  "lowdin_charge": [-0.03, 0.06, -0.20, 0.00, -0.03, -0.05, 0.03, -0.05, 0.09, 0.05, 0.02, 0.03, 0.11, 0.11, 0.07, 0.07, 0.04, 0.07, -0.06, -0.06, -0.09, 0.10, 0.00, 0.08, -0.07, 0.03, 0.04, 0.10, -0.09, 0.01, 0.01, -0.37, 0.04, -0.07, 0.01, -0.06, 0.06, 0.07, -0.01, 0.05, 0.06, -0.05, 0.00, 0.03, 0.06, 0.01, 0.07, 0.07, 0.06, 0.07, -0.04, 0.07, -0.07, -0.07, -0.24, -0.19, 0.04],
  "smiles": "CC(C)CNCCN.O.O.O.O.O.O.O.O.O.O.O",
  "e_above_lowest_kcal_mol": 91.3
}



3.
{
  "formula": "C15H47BN5O5P",
  "method": "ωB97M-V/def2-TZVPD",
  "elements": ["C", "H", "H", "H", "H", "C", "N", "O", "H", "H", "H", "O", "H", "H", "H", "H", "H", "C", "C", "O", "H", "C", "H", "H", "C", "H", "H", "H", "C", "O", "C", "H", "C", "H", "H", "N", "B", "C", "H", "H", "C", "N", "P", "H", "H", "H", "N", "H", "N", "C", "H", "C", "H", "H", "H", "C", "H", "H", "H", "H", "C", "H", "H", "H", "H", "H", "H", "H", "H", "H", "H", "H", "H", "O"],
  "positions_angstrom": [[-2.969, -3.123, 2.667], [-0.498, 2.038, -0.730], [-4.849, -2.125, 3.020], [0.988, -6.051, 0.767], [-0.666, 5.973, -2.901], [1.514, -5.104, 0.627], [1.537, 3.425, -1.665], [-2.201, -1.931, 2.476], [4.209, 2.071, 3.040], [-2.145, 6.269, -3.829], [-1.804, 1.629, -3.192], [-1.721, 4.242, -1.159], [0.237, 1.173, -3.544], [2.422, 0.400, -2.341], [-1.989, 4.890, -0.498], [1.183, 2.412, -3.992], [5.438, -0.607, 1.842], [-3.341, -3.729, 1.323], [4.360, 2.016, 1.958], [2.687, -3.308, 1.758], [-1.952, 3.872, -3.120], [0.634, -1.370, -0.826], [0.659, 3.939, -1.672], [-1.048, -0.544, -4.201], [0.780, -4.266, 2.876], [0.841, -4.411, 0.117], [-3.969, -3.038, 0.755], [-2.046, 6.759, -2.131], [1.227, 2.037, -1.993], [-1.570, -1.100, -3.611], [-2.289, 4.634, -2.416], [-4.157, 5.350, -1.607], [-4.194, -2.842, 3.522], [1.100, -3.842, 3.828], [3.127, 1.857, -2.672], [0.522, 2.111, -3.281], [-0.140, -0.091, -1.300], [-1.755, 5.988, -2.850], [3.876, 0.726, 0.320], [-3.888, -4.665, 1.448], [4.360, -0.526, 1.996], [0.383, -1.479, 0.645], [-1.853, -0.401, -2.148], [0.228, -2.262, -1.303], [-2.530, 1.698, -1.752], [0.225, -5.186, 3.071], [-2.479, 1.143, -2.605], [0.951, 1.331, -0.027], [2.520, 1.361, -2.027], [1.966, -4.516, 1.958], [0.060, -0.609, 1.053], [0.336, 1.361, -0.929], [0.102, -3.550, 2.405], [3.865, -1.376, 1.535], [3.887, 2.891, 1.509], [-3.807, 4.619, -2.342], [2.371, -5.275, -0.025], [-0.344, -2.170, 0.802], [-4.167, 3.636, -2.039], [-4.250, 4.866, -3.307], [3.758, 0.738, 1.404], [2.199, 0.739, 2.591], [-4.764, -3.753, 3.707], [4.161, -0.567, 3.071], [-3.901, -2.413, 4.480], [-2.305, -3.806, 3.198], [2.058, -2.644, 1.405], [-2.756, -1.301, 2.004], [1.866, 3.456, -0.704], [1.712, -1.311, -0.996], [2.671, -5.204, 2.430], [5.431, 2.062, 1.760], [-2.446, -3.928, 0.732], [2.341, 0.711, 1.638]],
  "lowdin_charge": [-0.50, 0.08, 0.08, 0.08, 0.08, -0.05, 0.09, -0.07, 0.08, 0.08, 0.00, -0.07, 0.04, 0.07, 0.09, 0.08, 0.08, -0.05, -0.06, -0.08, 0.11, -0.23, 0.05, 0.04, -0.06, 0.06, 0.08, 0.08, -0.68, -0.32, -0.51, 0.08, -0.06, 0.08, 0.08, 0.09, -0.44, -0.05, 0.12, 0.08, -0.05, 0.03, 0.83, 0.08, 0.01, 0.08, -0.19, 0.08, 0.10, -0.49, 0.06, -0.10, 0.05, 0.05, 0.07, -0.06, 0.08, 0.04, 0.07, 0.08, -0.49, 0.09, 0.08, 0.09, 0.08, 0.13, 0.05, 0.09, 0.08, 0.09, 0.13, 0.08, 0.07, -0.08],
  "energy_ev": -43971.328,
  "smiles": "NCB(CC(N)(N)N)P(N)O.CC(C)O.CC(C)O.CC(C)O.CC(C)O"
}



4.
{
  "formula": "C4H10NO5P",
  "method": "ωB97M-V/def2-TZVPD",
  "elements": ["H", "H", "C", "H", "H", "C", "O", "H", "N", "P", "C", "O", "H", "O", "H", "H", "C", "O", "H", "O", "H"],
  "positions_angstrom": [[-0.229, 2.871, -1.290], [-2.480, 2.603, -0.680], [-1.746, 2.195, -0.145], [2.449, -2.661, 1.170], [-0.280, 3.834, 0.404], [1.822, -1.837, 0.795], [-1.156, 0.201, 1.748], [0.405, 2.277, 0.368], [-1.762, -1.756, -0.125], [-0.915, -0.132, 0.348], [2.165, -1.690, -0.733], [-1.463, -2.625, 0.617], [3.273, -1.908, -0.737], [-1.579, 0.881, -0.689], [-2.000, 2.207, 0.855], [0.793, -1.978, 0.805], [-0.393, 2.839, -0.198], [2.101, -0.470, -1.170], [2.094, -0.797, 0.973], [-2.476, -1.761, -1.085], [1.377, -2.293, -1.233]],
  "lowdin_charge": [0.09, 0.09, -0.29, 0.09, 0.12, -0.06, -0.26, 0.08, -0.48, 0.85, -0.43, 0.06, 0.16, -0.24, 0.08, -0.02, -0.08, -0.01, 0.08, 0.08, 0.11],
  "e_above_lowest_kcal_mol": 220.7
}



5.
{
  "formula": "C17H26CoIN6O3",
  "method": "ωB97M-V/def2-TZVPD",
  "elements": ["C", "C", "C", "H", "N", "H", "H", "C", "N", "H", "C", "H", "O", "C", "C", "N", "H", "C", "H", "C", "H", "C", "H", "N", "C", "N", "C", "H", "H", "H", "O", "C", "H", "O", "H", "C", "H", "Co", "N", "C", "C", "H", "H", "H", "I", "H", "H", "H", "H", "H", "H", "H", "C", "H"],
  "positions_angstrom": [[1.105, 2.100, 1.998], [-2.979, -1.619, 1.761], [3.064, 1.037, 1.109], [0.160, 2.456, 1.605], [-3.405, -2.899, 1.923], [-1.765, 1.903, 1.294], [-4.159, -3.077, 2.562], [1.373, -2.569, 0.515], [-3.569, -0.674, 2.481], [1.789, 2.954, 2.029], [-2.095, 0.886, 1.445], [-0.317, 4.155, -2.614], [0.709, 3.183, -0.737], [-1.425, 0.888, -2.458], [1.805, -3.867, 0.288], [0.050, 2.014, -1.090], [1.854, 1.091, 3.765], [-1.938, -1.318, 0.861], [1.059, -1.437, -2.518], [-2.591, 0.784, -3.374], [4.669, 0.404, -0.138], [-1.109, 3.424, -2.740], [3.481, 2.046, 1.056], [1.103, -1.708, -0.471], [1.713, -3.412, -2.050], [-0.865, -0.161, -1.907], [0.926, 1.508, 3.373], [0.162, 0.732, 3.371], [-3.042, -0.198, -3.260], [0.604, 2.298, 4.056], [-1.302, -1.331, -2.131], [1.278, -2.145, -1.737], [3.315, 0.624, 2.086], [1.623, 1.166, 1.009], [-2.027, 3.839, -2.316], [-0.786, 2.141, -2.055], [1.830, -3.696, -3.086], [0.252, 0.181, -0.424], [-1.490, -0.085, 0.733], [3.609, 0.185, -0.007], [1.974, -4.293, -1.016], [2.008, -4.519, 1.125], [-2.309, 0.903, -4.423], [1.447, 2.850, -0.213], [1.177, -1.981, 2.493], [-1.287, 3.246, -3.800], [-1.498, -2.068, 0.214], [-3.333, 1.551, -3.144], [3.112, 0.412, -0.954], [2.315, -5.301, -1.216], [-3.625, 1.355, 2.858], [3.509, -0.879, 0.192], [-3.125, 0.573, 2.299], [-3.033, -3.653, 1.378]],
  "mulliken_spin": [0.00, 0.00, -0.01, 0.00, 0.00, 0.00, 0.00, 0.00, 0.00, 0.00, 0.00, 0.00, 0.00, 0.02, 0.00, -0.05, 0.00, 0.00, 0.00, 0.00, 0.00, 0.00, 0.00, -0.02, 0.00, -0.03, 0.00, 0.00, 0.00, 0.00, -0.02, 0.02, 0.00, -0.01, 0.00, 0.01, 0.00, 1.01, 0.04, 0.02, 0.00, 0.00, 0.00, 0.00, 0.00, 0.00, 0.00, 0.00, 0.00, 0.00, 0.00, 0.00, 0.00, 0.00],
  "e_above_lowest_kcal_mol": 9.9,
  "total_charge": 1,
  "spin_multiplicity": 2
}



6.
{
  "formula": "C4H10N2O3",
  "method": "ωB97M-V/def2-TZVPD",
  "elements": ["C", "H", "O", "C", "H", "N", "H", "C", "C", "H", "H", "H", "H", "H", "O", "O", "H", "H", "N"],
  "positions_angstrom": [[-0.812, 0.085, 0.122], [-2.118, 1.602, 0.881], [2.441, 0.050, -0.777], [0.712, -1.813, -0.233], [0.087, 2.207, -0.872], [0.451, -0.469, 0.267], [-0.087, -2.471, 0.108], [1.450, 0.578, 0.007], [-1.281, 0.997, 1.226], [-1.603, 0.380, 2.068], [3.198, 0.642, -0.672], [-1.530, -1.209, -1.261], [1.677, -2.131, 0.152], [0.764, -1.860, -1.325], [1.649, 1.528, 0.745], [-0.059, 1.287, -1.137], [-2.704, -0.320, -0.431], [-0.460, 1.629, 1.551], [-1.774, -0.710, -0.418]],
  "lowdin_charge": [-0.42, 0.09, 0.09, -0.05, 0.04, -0.04, 0.09, -0.57, 0.00, 0.10, 0.13, 0.11, 0.09, 0.09, 0.05, -0.15, 0.11, 0.08, 0.17],
  "e_above_lowest_kcal_mol": 45.9
}



Number 1: strongest force on any atom 0.0676 Eh/bohr. Number 2: strongest force on any atom 0.0473 Eh/bohr. Number 3: strongest force on any atom 0.0140 Eh/bohr. Number 4: strongest force on any atom 0.0790 Eh/bohr. Number 5: strongest force on any atom 0.0203 Eh/bohr. Number 6: strongest force on any atom 0.0314 Eh/bohr.